Entry 1:
13
Properties=species:S:1:pos:R:3:lowdin_charge:R:1 method="wB97M-V/def2-TZVPD" e_tot_ev=-9373.2189 gap_ev=10.42 homo_energy_ha=-0.3513 spin_multiplicity=1
C -1.094 -0.762 -0.323 -0.251
H -0.754 0.508 -2.131 0.107
H 0.400 2.354 -1.035 0.125
C 0.214 1.394 -0.567 -0.102
C 1.488 0.231 0.893 -0.250
H 2.762 -1.602 1.269 0.031
C 2.132 -0.768 1.071 0.130
O 0.785 1.323 0.711 -0.004
H -1.416 0.014 1.437 0.085
H -1.730 -1.318 -1.015 0.116
O -1.957 -0.322 0.712 -0.052
H -0.337 -1.453 0.066 0.104
C -0.493 0.402 -1.086 -0.040

Entry 2:
122
Properties=species:S:1:pos:R:3:lowdin_spin:R:1 method="wB97M-V/def2-TZVPD" e_tot_ev=-185696.2996 gap_ev="5.01 / 6.92" homo_energy_ha="-0.0363 / -0.1067" charge=-2 spin_multiplicity=3
N 2.624 1.320 0.859 0.049
C -3.054 -3.146 -1.054 0.000
H 3.714 -5.565 1.893 0.000
S 3.262 -0.021 4.465 0.003
H 1.379 1.915 4.889 0.000
H -4.870 4.343 2.205 0.000
O 0.114 -1.150 -1.042 0.040
H -1.814 -0.947 1.683 0.000
C -4.182 1.147 1.201 0.000
C -4.303 2.270 2.223 0.000
H 3.239 -0.467 -5.820 0.006
O 1.440 0.526 -1.432 0.039
H -3.293 2.599 2.471 0.000
H 0.030 1.153 -3.889 0.001
H 4.035 3.193 -0.299 0.002
As -0.424 2.687 3.262 0.000
N -3.458 1.564 0.009 0.000
C 3.231 -1.351 0.048 0.082
C 3.677 -2.647 -0.232 -0.005
H -2.614 3.460 0.495 0.000
C -0.902 2.214 -2.287 0.000
N 3.077 0.893 2.104 0.021
O 2.667 -1.671 -7.839 0.170
C 3.538 -2.679 3.651 0.000
C 1.128 -1.010 -3.201 0.110
C -2.855 0.961 -3.035 0.000
H -4.127 -1.879 1.666 0.000
H -3.551 -3.673 -1.875 0.000
Ti 0.879 0.224 0.380 0.075
C -3.391 3.006 -0.143 0.000
H 1.663 -6.030 3.191 0.000
H -1.776 4.386 4.760 0.000
H 0.356 2.883 -3.887 0.000
C -1.386 4.408 3.742 0.000
P -1.975 0.723 -0.356 0.001
H -2.971 -3.065 2.275 0.000
H 6.654 -1.992 -1.691 -0.003
C -2.140 -1.636 0.896 0.000
H -2.215 4.583 3.055 0.000
H 2.899 0.181 -3.448 0.000
O 0.428 -3.621 0.649 0.000
C 5.704 -1.815 -1.203 -0.006
H -3.188 3.066 -3.417 0.000
C 0.851 2.858 4.758 0.000
N -1.836 1.134 -2.010 0.000
H -3.824 0.790 -2.558 0.000
H 3.796 2.360 -1.839 0.019
C 1.985 2.865 0.934 0.000
H -4.738 4.688 -0.095 0.000
C -3.112 -1.646 -1.337 0.000
H -2.530 -1.445 -2.239 0.000
N -0.767 1.069 0.541 0.005
H -2.618 0.085 -3.660 0.000
C -5.103 3.436 1.645 0.000
C 3.341 -4.836 2.600 0.000
C -0.420 2.133 -3.728 0.001
C 4.219 2.265 -0.834 0.057
C 2.331 0.316 2.957 0.011
N 1.583 3.316 -0.173 0.004
H -6.176 3.249 1.748 0.000
H 2.016 -2.201 5.066 0.000
H -1.525 1.627 -5.512 0.000
H 4.659 -1.049 2.832 0.000
C -4.752 3.626 0.164 0.000
O 0.891 -2.947 -7.705 0.169
H 0.631 -2.938 -0.009 0.000
C 3.618 1.097 -0.101 0.414
C 5.298 -0.527 -0.947 0.087
C 1.523 -1.767 -5.868 0.081
H 3.021 -3.466 0.032 -0.002
N 1.703 -2.141 -7.184 0.155
H 5.202 -3.899 -1.047 0.008
C -1.595 2.351 -4.698 0.000
H -2.013 -3.467 -1.028 0.000
H -3.730 1.997 -4.707 0.000
C 0.276 -1.956 -3.808 0.022
C 2.215 -0.494 -3.944 0.023
N -2.608 -0.850 -0.230 0.001
H 5.953 0.283 -1.228 0.006
H -0.209 -3.010 -5.603 0.007
C 0.456 -2.313 -5.113 0.059
H -4.774 1.901 3.137 0.000
H -1.279 -2.262 0.637 0.000
H -1.045 0.864 4.942 0.000
O 2.051 -1.191 0.593 0.031
H 4.900 -3.433 2.182 0.000
H -1.347 3.205 -2.111 0.000
H 5.296 2.142 -0.933 0.010
C 4.894 -2.884 -0.838 0.102
H -3.658 0.308 1.656 0.000
H -4.160 -1.365 -1.526 0.000
C 4.279 -1.383 3.799 0.001
H 0.345 3.111 5.691 0.000
C -3.729 -3.494 0.273 0.000
H 0.819 -4.339 4.786 0.000
H -0.531 -2.372 -3.220 0.000
H -2.319 2.101 4.959 0.000
C 4.011 -3.637 2.762 0.000
C 4.072 -0.228 -0.308 0.017
H -1.553 3.351 -5.138 0.000
H -0.080 2.113 -1.581 0.000
H -4.815 -3.441 0.152 0.000
C -1.651 1.521 4.322 0.000
H -3.478 -4.524 0.539 0.000
C 0.878 -0.546 -1.861 0.065
H -5.187 0.799 0.901 0.000
H 1.685 2.716 -0.981 0.000
H 1.590 3.618 4.527 0.000
H 0.711 -3.247 1.490 0.000
C 2.192 -5.097 3.328 0.000
C -3.287 -2.521 1.384 0.000
H -3.133 3.215 -1.182 0.000
H -2.243 0.893 3.660 0.000
O 2.045 3.330 2.051 -0.001
S 0.724 -0.255 2.860 0.003
C 2.413 -0.862 -5.244 0.060
C 2.389 -2.948 4.382 0.000
H 5.113 -1.487 4.498 0.000
H -0.688 5.240 3.647 0.000
C 1.720 -4.148 4.218 0.000
C -2.933 2.164 -3.976 0.000
H -5.494 3.138 -0.473 0.000

Entry 3:
18
Properties=species:S:1:pos:R:3:lowdin_spin:R:1 method="wB97M-V/def2-TZVPD" e_tot_ev=-28853.9683 gap_ev="6.07 / 6.71" homo_energy_ha="-0.3801 / -0.5107" charge=+1 spin_multiplicity=3
O 2.512 -0.836 0.677 0.232
C -1.837 -0.151 0.720 0.138
O 0.401 -0.992 0.928 0.096
H -0.725 0.466 -2.108 0.017
H 3.427 1.891 0.323 0.001
C 1.653 2.307 -0.776 0.012
N -2.469 -1.590 0.976 0.045
C -0.272 0.122 -1.206 0.400
N -1.127 -0.096 -0.246 0.253
Cl 2.431 0.027 -2.157 0.119
H -3.425 -1.503 1.122 0.004
N 2.500 2.198 0.038 0.008
O 0.622 2.581 -1.251 0.036
H -2.183 -2.033 0.164 0.001
H -2.046 -1.994 1.867 0.001
H -1.891 0.423 1.636 0.024
C 1.047 -0.130 -0.976 0.474
N 1.383 -0.689 0.269 0.138

Entry 4:
11
Properties=species:S:1:pos:R:3:lowdin_charge:R:1 method="wB97M-V/def2-TZVPD" e_tot_ev=-41564.0584 gap_ev=8.74 homo_energy_ha=-0.3208 spin_multiplicity=1
H 2.869 -1.101 -0.488 0.109
H -1.141 -0.451 1.893 -0.086
C 1.332 0.305 -0.304 -0.231
Cl -3.753 0.851 -0.905 0.580
C 0.220 0.880 0.028 -0.644
H -1.343 1.701 -1.350 0.072
Cl 0.378 1.680 1.626 0.617
S -2.395 -0.734 1.222 0.706
N 2.379 -0.197 -0.606 0.190
C -2.221 0.406 -0.126 -1.049
C -1.108 1.110 -0.514 -0.265

Entry 5:
123
Properties=species:S:1:pos:R:3:lowdin_charge:R:1 method="wB97M-V/def2-TZVPD" e_tot_ev=-135817.0438 gap_ev=6.08 homo_energy_ha=-0.3820 charge=+1 spin_multiplicity=1
H -3.420 -1.758 -3.637 0.083
H -1.209 2.060 -3.750 0.082
O 0.715 3.215 -7.052 0.100
H -0.737 -0.599 5.868 0.110
H -0.239 5.807 -3.394 0.118
C 0.343 -0.267 4.046 -0.097
F -1.869 -1.233 -1.006 0.129
C 5.883 -3.920 5.921 -0.091
C -1.387 0.731 -5.801 -0.082
H 7.500 -7.316 5.062 0.102
C -0.806 4.891 -3.296 -0.166
C 5.209 -5.101 6.203 -0.102
H -2.006 3.118 -4.891 0.126
C 0.834 -6.306 6.969 -0.087
H -5.332 5.497 -2.502 0.121
C 11.215 -2.641 2.053 -0.092
H -2.353 0.705 0.454 0.135
H 0.480 1.058 -0.251 0.088
C -0.647 -1.190 2.055 -0.107
H 1.143 0.280 4.529 0.105
H -0.983 3.073 -8.783 0.085
H -2.219 3.299 -7.595 0.088
H 0.587 -3.153 4.760 0.078
H 4.231 -5.068 6.664 0.086
H -6.206 0.913 -3.197 0.068
H 2.392 -4.794 4.371 0.104
C 8.873 -1.264 2.623 -0.102
H -3.068 1.324 -0.985 0.114
H -6.724 2.518 -3.653 0.084
H 5.268 -7.244 6.117 0.098
C -2.517 5.010 1.791 -0.079
C -1.032 2.720 -4.590 -0.207
O -1.568 7.197 1.395 0.069
H -2.557 4.484 2.733 0.140
H 8.691 -5.213 4.545 0.096
H 0.906 -7.188 7.592 0.104
C -1.698 -1.692 2.811 -0.083
N -0.462 1.861 -5.632 -0.095
C 11.240 -1.261 2.202 -0.095
H -6.978 4.201 -1.628 0.116
H -1.068 -3.537 6.554 0.090
C 7.134 -3.962 5.323 -0.101
H -5.883 3.952 -0.277 0.107
H -1.812 5.084 -3.652 0.111
H 7.960 -0.727 2.849 0.098
H -4.443 4.060 -2.864 0.097
C -3.751 -3.597 -6.460 -0.089
C -0.712 -0.763 4.798 -0.105
H -2.550 -1.869 4.770 0.107
C 5.791 -6.322 5.894 -0.095
N -2.273 4.063 0.721 0.041
H -6.903 -3.668 -5.229 0.103
C -0.102 3.835 -4.150 -0.147
H -5.574 -4.502 -7.135 0.104
H -1.130 0.119 -6.649 0.091
C -1.553 0.001 -1.399 -0.438
C -1.813 3.411 -1.477 -0.156
H -5.826 -2.305 -3.474 0.095
H -2.408 1.086 -5.971 0.088
H 9.998 -4.407 2.062 0.101
C 10.069 -0.573 2.489 -0.098
H 0.827 2.730 0.060 0.089
C -5.850 -3.432 -5.298 -0.092
H -2.095 -2.582 -5.551 0.098
C 7.045 -6.364 5.300 -0.090
H 2.547 -6.814 5.784 0.097
Br 0.333 5.503 2.466 0.796
C -1.410 6.062 1.799 -0.724
C -1.393 3.142 0.778 0.050
H -0.623 -1.353 0.987 0.083
H -2.370 3.033 -2.319 0.139
C -5.983 1.966 -3.095 -0.090
H 10.090 0.503 2.608 0.099
C -5.103 -3.900 -6.370 -0.088
H 5.431 -2.968 6.167 0.099
C -5.244 -2.663 -4.314 -0.102
C 0.374 -0.478 2.674 -0.102
C -0.183 -5.386 7.185 -0.092
H -2.489 -2.255 2.332 0.108
H 0.604 2.160 -1.603 0.091
H 0.759 3.446 -3.627 0.118
H -1.417 0.140 -4.900 0.062
C -1.732 -1.476 4.182 -0.096
H 7.914 -3.181 2.566 0.094
C -5.997 3.845 -1.352 -0.188
H -0.905 -5.552 7.974 0.102
C -2.946 3.973 -0.607 -0.200
H -1.156 5.446 -1.269 0.107
C -0.314 2.606 -6.855 -0.460
H -3.683 3.196 -0.421 0.131
C 10.018 -3.331 2.183 -0.096
C 1.757 -6.094 5.956 -0.105
C -0.843 4.556 -1.804 -0.127
H 7.659 -3.042 5.100 0.092
O -0.909 0.141 -2.404 0.162
H 12.172 -0.723 2.096 0.101
C -0.273 -4.254 6.388 -0.096
H 0.176 4.348 -1.506 0.114
C -3.785 5.117 -1.121 -0.124
H -5.131 1.876 -1.127 0.074
H 1.198 -0.089 2.086 0.098
C 7.715 -5.183 5.012 -0.094
C -2.118 1.081 -0.532 -0.003
H 0.258 4.332 -5.039 0.103
H -5.013 2.100 -3.555 0.056
C 0.270 2.065 -0.581 0.017
H 12.129 -3.178 1.835 0.102
C -3.148 -2.822 -5.480 -0.099
H -4.272 5.599 -0.280 0.116
H -0.823 3.055 1.691 0.129
C 1.669 -4.960 5.160 -0.094
H -3.169 -3.964 -7.295 0.104
C -1.410 2.646 -7.892 0.006
H -6.861 1.892 -1.173 0.109
C -5.983 2.336 -1.620 -0.251
C -1.247 2.333 -0.485 -0.330
C -3.894 -2.357 -4.406 -0.103
H -1.795 1.675 -8.159 0.072
C -4.882 4.625 -2.053 -0.171
C 8.847 -2.643 2.466 -0.113
H -3.444 5.545 1.667 0.133
C 0.655 -4.038 5.378 -0.089
H -3.204 5.878 -1.628 0.121

Entry 6:
18
Properties=species:S:1:pos:R:3:lowdin_charge:R:1 method="wB97M-V/def2-TZVPD" e_tot_ev=-7297.6409 gap_ev=4.26 homo_energy_ha=-0.6163 charge=+2 spin_multiplicity=1
C -0.209 0.206 -1.085 0.084
H -2.153 -0.871 1.458 0.159
N -1.585 -1.486 0.961 0.235
H 0.987 -2.649 -0.018 0.174
H -1.147 0.319 -1.494 0.074
H -2.147 -1.650 0.112 0.201
C -0.264 -0.829 0.832 -0.038
H -1.479 -2.360 1.465 0.190
H 0.726 3.815 1.201 0.026
H 1.204 3.277 -0.207 0.040
C 0.626 -1.563 -0.122 0.211
H 0.062 -1.608 -2.512 0.262
H 1.589 -0.420 -1.939 0.187
H 0.024 -0.343 1.801 0.187
H 0.148 1.236 -0.985 0.085
C 0.633 -0.960 -1.571 -0.081
H 1.927 2.943 1.326 0.027
N 1.058 2.944 0.778 -0.022

Entry 7:
81
Properties=species:S:1:pos:R:3:lowdin_spin:R:1 method="wB97M-V/def2-TZVPD" e_tot_ev=-101055.5633 gap_ev="7.40 / 7.54" homo_energy_ha="-0.2668 / -0.2747" spin_multiplicity=6
H 15.139 4.693 10.967 0.000
C 16.852 15.314 8.971 0.000
F 12.252 11.822 12.529 0.119
H 11.037 8.288 8.652 0.000
H 12.915 6.002 11.826 0.000
C 7.709 10.455 7.754 0.000
C 15.292 11.658 9.297 0.006
H 7.613 11.118 6.920 0.000
H 14.341 6.879 12.031 0.000
C 15.484 15.267 9.045 0.001
H 7.336 14.480 10.764 0.000
C 15.342 14.742 6.674 0.000
C 17.374 14.711 5.226 0.000
H 18.174 10.709 5.809 0.000
C 11.250 10.134 9.404 0.009
O 14.975 16.573 11.378 0.004
C 9.264 8.844 6.605 0.000
H 11.893 8.180 12.111 0.000
H 7.126 8.506 7.082 0.000
H 8.071 8.519 8.435 0.000
H 10.327 10.717 7.028 0.001
H 19.633 12.597 9.528 0.000
H 13.979 8.431 10.305 0.000
H 7.898 16.734 10.078 0.001
C 8.437 14.753 10.732 0.001
H 20.027 11.843 7.205 0.000
S 11.159 11.840 9.141 0.039
H 13.754 17.020 8.959 0.000
C 19.039 11.656 7.622 0.001
C 9.463 13.976 11.214 0.017
H 14.729 14.294 5.837 0.000
N 10.917 9.237 8.437 0.003
C 11.713 17.796 8.978 -0.002
N 14.355 11.751 9.950 0.030
C 16.752 14.917 6.612 0.000
H 9.658 18.359 9.118 0.000
H 15.607 6.085 10.014 0.000
H 17.364 12.361 10.506 0.000
N 13.307 14.822 10.499 0.041
C 10.057 16.507 10.177 0.000
H 12.946 7.379 9.353 0.000
C 8.690 16.063 10.379 0.012
H 11.985 18.635 8.321 0.000
Mn 12.440 12.988 11.097 4.635
C 17.621 12.119 9.476 0.001
H 17.405 15.626 9.855 0.000
C 10.544 9.641 7.048 0.002
C 12.708 16.909 9.329 0.006
H 9.164 9.218 5.574 0.000
C 14.718 14.897 7.911 0.000
H 14.025 5.157 9.664 0.000
O 15.581 14.198 11.424 0.005
C 11.824 8.240 10.986 0.000
N 11.541 9.633 10.611 0.001
H 9.476 7.746 6.422 0.000
C 14.707 5.581 10.387 0.000
H 8.481 10.932 8.355 0.000
H 15.775 10.748 6.903 0.000
H 17.895 15.546 4.843 0.000
C 10.424 17.658 9.413 0.006
H 16.601 14.468 4.500 0.000
N 10.770 14.362 11.114 0.036
H 9.297 13.085 11.727 0.001
C 16.563 11.632 8.683 0.000
C 8.029 9.023 7.484 0.000
C 13.732 6.489 11.224 0.000
C 18.847 12.181 8.901 0.000
H 6.796 10.593 8.406 0.000
C 17.997 11.128 6.807 0.000
H 11.371 9.491 6.348 0.000
H 10.980 7.552 10.590 0.000
S 14.879 15.290 10.744 0.010
H 13.635 14.774 8.059 0.000
C 17.482 15.251 7.720 0.000
C 12.432 15.818 10.075 0.003
C 13.168 7.714 10.357 0.000
C 11.024 15.552 10.443 0.008
H 18.602 15.234 7.760 0.000
C 16.693 11.080 7.441 0.001
H 11.854 10.398 11.190 0.000
H 18.174 13.968 5.266 0.000

Entry 8:
14
Properties=species:S:1:pos:R:3:lowdin_charge:R:1 method="wB97M-V/def2-TZVPD" e_tot_ev=-6792.8866 gap_ev=10.55 homo_energy_ha=-0.3502 spin_multiplicity=1 smiles=NCCCO
N -1.929 1.275 -0.439 -0.050
C -1.219 0.091 0.171 -0.277
H -1.411 0.217 1.270 0.101
H 3.168 -1.081 0.650 0.065
C 1.299 -0.911 0.125 -0.245
H -2.950 1.068 -0.738 0.095
H 0.489 0.721 -1.148 0.117
H 1.038 -1.115 1.218 0.125
C 0.361 0.302 -0.090 -0.178
O 2.715 -0.510 0.027 -0.100
H 1.213 -1.821 -0.466 0.109
H 0.471 1.140 0.666 0.123
H -1.643 1.522 -1.384 0.040
H -1.602 -0.899 0.137 0.074